A cluster of 2 separate species, C6H8N2S in total at a distorted geometry. Source: OMol25; level of theory: the ωB97M-V functional and the def2-TZVPD basis.

HOMO ... -8.852 eV
Net charge ... 0
LUMO ... 0.737 eV
Spin multiplicity ... 1

Cartesian coordinates (Å):
C  -1.52967  -0.41128  -0.83740
C  -2.83761  -0.01226  -0.78138
N  -3.49218  -0.64708  0.19144
N  -2.66460  -1.51929  0.73794
C  -1.43240  -1.41328  0.15966
H  -0.78371  -0.28701  -1.49486
H  -3.31084  0.88754  -1.18686
H  -3.04457  -2.02941  1.47961
H  -0.60521  -2.10613  0.36671
C  1.76613  0.92558  1.58196
C  2.12166  0.12610  0.59968
C  3.07336  -0.00383  -0.51173
S  1.84054  -1.25790  -0.28708
H  2.50484  1.60581  1.93128
H  1.01784  0.44776  2.23052
H  3.00688  0.72526  -1.33840
H  4.11715  -0.03243  -0.18299

Forces on atoms 1 to 6 (eV/Å):
C -0.87 -3.07 3.23
C -1.42 1.18 1.11
N -1.32 0.75 -0.27
N 1.37 1.54 -2.12
C 0.17 -0.18 -0.57
H 2.40 1.04 -2.20